(1)
ORCA calculation (the ωB97M-V functional and the def2-TZVPD basis) on C34H36AlClNO4P2SSi as an isolated structure.

```
! RIJCOSX wB97M-V def2-TZVPD def2/J DEFGRID3
* xyz 1 1
Al 0.69407 -0.44614 0.07789
C -2.83379 -0.54207 1.10167
C -3.04389 0.94632 0.75680
P -3.09708 1.38046 -1.05856
C -1.37483 1.96140 -1.33589
C -0.89938 3.22386 -1.00679
C 0.40797 3.59095 -1.30513
C 1.25971 2.70356 -1.94066
C 0.79723 1.43996 -2.29450
C -0.51140 1.06958 -1.99164
C -4.05493 2.93493 -0.99299
C -4.96271 3.15012 -2.02809
C -5.79924 4.25855 -2.01967
C -5.73998 5.16208 -0.97024
C -4.83980 4.95913 0.06893
C -4.00860 3.85016 0.06100
P -1.59021 -1.51221 0.16285
C -2.34278 -2.06194 -1.39966
C -3.69453 -1.90631 -1.68514
C -4.23619 -2.48458 -2.82323
C -3.43188 -3.21414 -3.68698
C -2.07901 -3.36372 -3.41355
C -1.53704 -2.79278 -2.27299
C -1.55199 -3.09174 1.08069
C -0.37980 -3.62551 1.60735
C -0.40602 -4.83994 2.28096
C -1.59956 -5.52587 2.43210
C -2.77162 -5.00401 1.89790
C -2.74822 -3.79756 1.22134
H -3.77760 -1.08519 1.03687
H -2.49075 -0.62730 2.13479
H -2.29005 1.54698 1.26078
H -4.01614 1.25069 1.14660
H -1.55564 3.94547 -0.53696
H 0.75472 4.58466 -1.05034
H 2.27081 2.99917 -2.18686
H 1.42726 0.76164 -2.85486
H -0.90560 0.13875 -2.38752
H -5.01568 2.44169 -2.84635
H -6.50324 4.40928 -2.82733
H -6.40168 6.01798 -0.95254
H -4.79390 5.66010 0.89227
H -3.33368 3.69616 0.89543
H -4.33394 -1.32503 -1.03435
H -5.28984 -2.36156 -3.03585
H -3.85927 -3.66881 -4.57092
H -1.44566 -3.93103 -4.08261
H -0.48450 -2.93368 -2.06175
H 0.56102 -3.10764 1.49261
H 0.51024 -5.24710 2.68740
H -1.62099 -6.46931 2.96124
H -3.70480 -5.54067 2.00583
H -3.66616 -3.41470 0.79108
O 1.72555 1.19927 2.96199
Cl 0.60758 0.49240 2.47916
O -0.48452 0.44947 3.36656
O 0.98610 -0.87913 2.01813
O 0.16944 1.06461 1.14074
C 4.03210 -4.52445 -0.85627
Si 5.25619 -3.12581 -0.80419
C 6.26391 -3.02246 -2.36433
C 6.31610 -3.30499 0.72371
C 4.44551 -1.40995 -0.55466
C 5.28729 -0.35287 -0.20789
C 4.80515 0.88629 0.20685
C 3.44696 1.05064 0.31347
N 2.60955 0.07282 -0.04939
C 3.08148 -1.10892 -0.51166
S 1.73883 -2.11198 -1.04452
H 4.58803 -5.46552 -0.85537
H 3.39994 -4.50471 -1.74452
H 3.38034 -4.51858 0.01985
H 6.78639 -3.96187 -2.55944
H 7.01521 -2.23197 -2.30179
H 5.62398 -2.81254 -3.22424
H 6.65402 -4.33576 0.84942
H 5.74250 -3.03207 1.61242
H 7.20480 -2.67106 0.69150
H 6.36157 -0.49784 -0.25463
H 5.47437 1.68852 0.48060
H 2.99637 1.95957 0.68837
*
```

The HOMO energy is -11.05 eV.


(2)
ORCA calculation (the ωB97M-V functional and the def2-TZVPD basis) on C34H36AsBCl2N11O6SZr as an isolated structure.

```
! RIJCOSX wB97M-V def2-TZVPD def2/J DEFGRID3
* xyz 2 2
Zr 0.55458 -0.16449 0.97618
C 1.65540 -2.37481 4.07283
C 0.41548 -1.55548 4.13454
C -0.35247 -1.40597 5.28275
C -1.39227 -0.57464 4.93002
N -1.26619 -0.27070 3.63707
N -0.14114 -0.85993 3.11474
B -1.95902 0.82863 2.82427
N -2.39054 0.20722 1.42389
C -3.70747 -0.02301 1.19311
C -3.98685 0.31679 -0.10138
C -2.76723 0.76346 -0.63931
C -2.62572 1.44502 -1.96335
N -1.79830 0.66701 0.27580
N -0.90297 1.96247 2.60225
C -0.65824 3.01058 3.40065
C 0.42712 3.70952 2.91169
C 0.84098 2.99284 1.79618
C 1.95005 3.30614 0.85492
N 0.04455 1.93126 1.61460
N -3.16281 1.37771 3.53001
C -3.74767 2.60145 3.40928
C -4.96530 2.55224 4.02858
C -5.07416 1.22556 4.50143
C -6.20747 0.60472 5.24488
N -3.99927 0.52386 4.18961
H 1.72160 -2.95366 4.99110
H 2.54682 -1.74792 4.01054
H 1.66086 -3.06191 3.22807
H -0.15876 -1.84552 6.24257
H -2.22756 -0.20237 5.49332
H -4.34696 -0.37035 1.98544
H -4.94259 0.29315 -0.59217
H -3.50520 2.06950 -2.11709
H -2.58169 0.75350 -2.80572
H -1.75312 2.09252 -1.98632
H -1.27305 3.19811 4.26244
H 0.85294 4.61255 3.30869
H 1.65533 4.11178 0.17894
H 2.23553 2.43715 0.25303
H 2.83524 3.63533 1.39906
H -3.26988 3.40761 2.88376
H -5.67373 3.35085 4.14439
H -6.60525 1.29226 5.98878
H -5.88141 -0.30446 5.74366
H -7.02175 0.34993 4.56584
O 3.17383 -1.95641 1.63246
As 3.74021 -0.30653 1.67654
O 4.84025 -0.14794 2.83815
O 2.15394 0.42162 1.93649
C 4.29779 0.41938 -0.01488
C 5.18555 1.48033 0.08729
C 5.64945 2.10385 -1.06914
C 5.23981 1.66508 -2.31341
C 4.35413 0.59584 -2.42573
C 3.88357 -0.01104 -1.27729
S 2.85488 -1.43703 -1.39030
O 3.58771 -2.56491 -0.93400
O 2.23721 -1.50860 -2.68733
O 1.73900 -1.02099 -0.38578
H 3.91475 -2.57361 1.69853
H 5.53170 1.79750 1.06497
H 6.34715 2.92619 -0.99024
H 5.62413 2.14014 -3.20499
H 4.04062 0.22852 -3.39282
Cl -2.84182 -3.06832 -0.00194
C -1.69418 -3.38147 1.28088
Cl -0.04586 -2.83608 0.81856
H -1.60013 -4.45425 1.42691
H -1.97144 -2.85228 2.19015
C 0.80981 1.21789 -3.82914
C 0.74406 1.27195 -2.44080
N 0.09505 0.37727 -1.68635
C -0.49105 -0.62574 -2.31422
C -0.43836 -0.82141 -3.71471
C 0.21744 0.16173 -4.48439
C -1.11644 -1.96339 -4.23331
C -0.88203 -2.67097 -5.40107
C 0.25352 -2.62774 -6.28768
C 1.55110 -2.34348 -5.87460
C 2.53876 -2.41609 -6.86166
N 2.25954 -2.71923 -8.11116
C 0.97217 -2.98818 -8.40069
N -0.03418 -2.99378 -7.56108
H 1.30773 2.00935 -4.36983
H 1.19668 2.10440 -1.91066
H -1.03459 -1.34346 -1.70401
H 0.21440 0.10656 -5.56344
H -1.94343 -2.32703 -3.63167
H -1.64930 -3.37102 -5.70981
H 1.79787 -2.13505 -4.84401
H 3.57907 -2.23295 -6.62147
H 0.75950 -3.24415 -9.43089
*
```

As for the relative energy (zero: lowest compared OMol25 entry of this formula, charge and spin): 1.985 eV. The HOMO energy (spin up / spin down) is -13.19 / -13.19 eV.


(3)
ORCA calculation (the ωB97M-V functional and the def2-TZVPD basis) on C34H36AsF4N5OSV as an isolated structure.

```
! RIJCOSX wB97M-V def2-TZVPD def2/J DEFGRID3
* xyz 1 3
V 0.86290 -0.99691 0.67958
C 3.36395 -1.78825 -1.33965
C 3.28492 -2.64126 -0.07949
N 2.77453 -1.88840 1.09327
C 3.71198 -0.80455 1.49581
C 5.16922 -1.22743 1.69484
C 2.52671 -2.81026 2.23188
C 1.36984 -2.29326 3.11389
N 0.76386 -1.14664 2.46197
C 0.01012 -0.29628 3.25738
C 0.34423 1.06453 3.29320
F 1.44759 1.45020 2.63486
C -0.37713 1.97579 4.03423
F -0.03768 3.27175 4.00128
C -1.43620 1.56144 4.81645
C -1.75684 0.21711 4.83608
F -2.76380 -0.20655 5.60052
C -1.05972 -0.69521 4.06493
F -1.42523 -1.97972 4.05307
H 3.57369 -2.43091 -2.19321
H 4.15790 -1.04375 -1.27835
H 2.41737 -1.27381 -1.52618
H 4.26581 -3.07157 0.14362
H 2.59903 -3.46550 -0.26081
H 3.33211 -0.38573 2.42771
H 3.67460 -0.01840 0.74183
H 5.26223 -2.13389 2.29166
H 5.69855 -0.43160 2.21667
H 5.67447 -1.38902 0.74333
H 3.42869 -2.92307 2.83451
H 2.27271 -3.78930 1.83300
H 1.73739 -2.00013 4.10285
H 0.62915 -3.08697 3.24994
H -2.00570 2.26473 5.40665
S 0.09002 -3.09992 0.22060
C -1.55263 -3.16711 -0.41223
C -2.20662 -4.39307 -0.49420
C -3.45896 -4.46489 -1.08163
C -4.06305 -3.32570 -1.59589
C -3.42086 -2.10166 -1.49498
C -2.16537 -2.01653 -0.90607
As -1.10534 -0.40645 -0.73680
C -2.55895 0.86771 -1.02578
C -3.45423 0.95822 0.04165
C -4.61373 1.70789 -0.06773
C -4.87469 2.40479 -1.24132
C -3.96610 2.35786 -2.28690
C -2.81594 1.58216 -2.18735
C -0.23016 -0.44518 -2.48535
C 0.02032 -1.65303 -3.13015
C 0.69317 -1.67371 -4.34294
C 1.13727 -0.49188 -4.91591
C 0.91347 0.71500 -4.27061
C 0.23589 0.73506 -3.06240
H -1.72056 -5.27539 -0.09960
H -3.96762 -5.41818 -1.13580
H -5.02698 -3.39024 -2.08200
H -3.89231 -1.20712 -1.88442
H -3.24109 0.39452 0.94666
H -5.32725 1.73401 0.74607
H -5.79173 2.96939 -1.34485
H -4.16368 2.90411 -3.20000
H -2.14994 1.50554 -3.03650
H -0.31664 -2.58240 -2.68759
H 0.86593 -2.61663 -4.84440
H 1.66210 -0.51123 -5.86146
H 1.26622 1.63945 -4.70946
H 0.05041 1.67835 -2.56219
C 0.53805 5.47710 -1.13202
N 0.57846 4.17881 -0.49415
C 1.63810 3.22845 -0.72824
C 1.05661 1.97284 -0.08319
O 1.62601 0.86524 -0.11651
N -0.11418 2.27380 0.49065
C -0.37061 3.56658 0.22375
N -1.46761 4.15996 0.66986
H 1.51278 5.95390 -1.04457
H -0.20052 6.11388 -0.65160
H 0.28242 5.38170 -2.18990
H 2.55291 3.51463 -0.20104
H 1.86509 3.10675 -1.78835
H -2.13951 3.59814 1.16418
H -1.69957 5.10727 0.43530
*
```

As for the relative energy (zero: lowest compared OMol25 entry of this formula, charge and spin): 0.693 eV. The HOMO energy (spin up / spin down) is -9.97 / -10.17 eV.


(4)
ORCA calculation (the ωB97M-V functional and the def2-TZVPD basis) on C34H36B2N16O6S2Ti as an isolated structure.

```
! RIJCOSX wB97M-V def2-TZVPD def2/J DEFGRID3
* xyz 1 2
Ti 0.76315 -0.91427 -0.44711
C 1.90925 3.54879 -4.07535
C 2.55902 4.38616 -3.09622
N 3.30423 3.58133 -2.29572
N 3.17009 2.26825 -2.70498
C 2.29819 2.25102 -3.77013
B 3.64676 1.18517 -1.59460
N 3.32632 -0.32797 -1.90935
C 4.17651 -1.18763 -2.60014
C 3.40497 -2.18747 -3.21255
C 2.08717 -1.92573 -2.90275
N 2.01661 -0.78351 -2.17626
N 2.81571 1.42365 -0.27168
C 2.99395 2.42053 0.63170
C 1.73058 2.77515 1.16667
C 0.83411 1.89237 0.55244
N 1.49513 0.96316 -0.18772
N 5.15942 1.32705 -1.36533
C 6.08433 2.15749 -1.89439
C 7.35264 1.71470 -1.46564
C 7.11689 0.61118 -0.58624
N 5.75810 0.35343 -0.50096
H 1.16049 3.85310 -4.84508
H 2.38839 5.46106 -2.95398
H 2.21025 1.32315 -4.32759
H 5.24207 -1.10877 -2.69309
H 3.83548 -2.93205 -3.89521
H 1.18814 -2.52929 -3.03745
H 3.89763 2.94797 0.75476
H 1.52775 3.51120 1.94398
H -0.23369 1.73458 0.61397
H 5.76557 3.03015 -2.45743
H 8.34134 2.07197 -1.76057
H 7.83450 0.04409 0.02859
C -1.65370 4.20553 -1.51575
C -2.59766 3.09689 -1.30384
C -3.93970 3.00953 -1.90913
C -4.38925 1.80112 -1.40118
N -3.46947 1.23727 -0.56531
N -2.33619 2.02415 -0.59995
B -3.30174 -0.03153 0.38871
N -2.35580 -1.00289 -0.37681
C -2.95770 -1.95904 -1.16160
C -2.45220 -1.83673 -2.47563
C -1.38418 -0.87711 -2.43518
C -0.88960 -0.25418 -3.67235
N -1.24849 -0.47739 -1.14043
N -2.72610 0.34620 1.77543
C -3.01545 -0.22736 3.00365
C -2.60010 0.59817 4.01389
C -1.96478 1.68084 3.31951
C -1.20424 2.83815 3.80635
N -2.03228 1.47758 1.97786
N -4.72118 -0.62776 0.53385
C -5.89017 -0.01150 0.77890
C -6.73993 -0.85490 1.49630
C -5.94497 -2.06195 1.67674
C -6.33252 -3.23160 2.42528
N -4.74853 -1.86428 1.09131
H -2.29213 5.08583 -1.77028
H -0.99194 3.98748 -2.37162
H -1.14914 4.46076 -0.58580
H -4.30714 3.68796 -2.71201
H -5.30289 1.26440 -1.58090
H -3.64986 -2.70225 -0.69861
H -2.80039 -2.19502 -3.41268
H -0.29836 -0.90321 -4.30705
H -0.23694 0.66697 -3.52983
H -1.78091 0.12760 -4.19562
H -3.37745 -1.25687 3.04585
H -2.74853 0.48366 5.08106
H -0.96453 2.74647 4.94106
H -1.81774 3.82218 3.67489
H -0.26625 2.96827 3.22438
H -6.11307 0.97577 0.32603
H -7.78602 -0.68710 1.90241
H -7.37790 -3.06407 2.79882
H -5.70121 -3.49107 3.30194
H -6.40841 -4.06314 1.75271
O 0.03446 -0.95704 3.74249
S -0.18284 -1.87108 2.65540
O -1.35741 -2.63379 2.54032
O 0.11429 -1.05758 1.33735
C 1.17851 -3.01579 2.89497
C 1.64052 -3.17166 4.20783
C 2.65793 -4.10442 4.51354
C 2.90384 -5.07413 3.52736
C 2.51494 -4.91482 2.20348
C 1.67037 -3.84802 1.85785
S 1.82372 -3.34816 0.12925
O 0.51364 -3.05208 -0.55295
O 2.55219 -4.46243 -0.40366
O 2.51865 -1.97967 0.20438
H 1.14246 -2.64899 4.98397
H 3.03526 -4.17261 5.51449
H 3.47029 -5.93270 3.88658
H 2.87487 -5.60686 1.47743
*
```

As for the relative energy (zero: lowest compared OMol25 entry of this formula, charge and spin): 5.099 eV. The HOMO energy (spin up / spin down) is -10.69 / -10.69 eV.


(5)
ORCA calculation (the ωB97M-V functional and the def2-TZVPD basis) on C34H36BClFeO2S as an isolated structure.

```
! RIJCOSX wB97M-V def2-TZVPD def2/J DEFGRID3
* xyz 0 5
C -0.83393 -5.28157 1.22392
C 0.03492 -4.26930 0.60761
C 1.28522 -4.36241 0.07032
C 1.66087 -3.11822 -0.59594
C 0.83693 -2.02592 -0.59810
B -1.42183 0.37442 1.84855
C -2.39147 0.44408 0.50314
C -2.28216 -0.07471 -0.78815
C -3.18105 0.20078 -1.83450
C -4.34616 0.89720 -1.57299
Cl -5.53705 1.09821 -2.83866
C -4.64743 1.18913 -0.25082
C -3.65101 0.96886 0.72764
O -1.73654 0.09763 3.10907
C -0.55019 0.08801 3.90605
C -0.33218 1.53315 4.35969
C -0.99510 -0.90741 4.92829
C 0.74948 -0.39781 3.11465
C 2.00737 0.43808 3.26788
C 1.20500 -1.79996 3.46857
O 0.08056 -0.39175 1.83494
S -0.62270 -2.68404 0.29339
H -0.34024 -6.25318 1.03747
H -0.93109 -5.10066 2.32120
H -1.86944 -5.22204 0.79836
H 1.85306 -5.28610 -0.03149
H 2.61052 -2.82319 -0.98838
H -1.49074 -0.75723 -1.07345
H -2.93764 0.08320 -2.91257
H -5.65141 1.51027 0.04305
H -3.82752 1.24400 1.75182
H 0.63125 1.63158 4.86898
H -0.31218 2.21665 3.49542
H -1.12428 1.83764 5.05759
H -0.30536 -1.13743 5.72971
H -1.88579 -0.49784 5.40196
H -1.31935 -1.83091 4.42953
H 2.08473 0.65975 4.33461
H 2.96486 -0.09389 3.11195
H 2.10230 1.35271 2.69862
H 1.12574 -2.06006 4.53457
H 0.60265 -2.55040 2.95876
H 2.28209 -1.94444 3.24456
C 0.95787 2.20833 -4.44048
C 0.52726 2.46123 -3.06927
C -0.83645 1.95721 -2.94363
C -1.25891 1.41117 -4.20305
C -0.15619 1.50850 -5.13106
Fe 0.54181 0.56680 -3.56403
C 0.91908 -1.21963 -4.34943
C 2.14470 -0.39388 -4.29393
C 2.40336 0.01776 -2.95423
C 1.31084 -0.54104 -2.18437
C 0.93935 -0.56647 -0.72135
C 1.47797 1.05294 -0.16300
C 0.63198 1.80695 0.64489
C 0.55382 3.20548 0.63349
C 1.47404 3.96060 -0.09919
C 2.64847 3.23729 -0.44150
C 2.70577 1.80275 -0.34555
C 0.39537 -1.35927 -3.06108
H 1.91873 2.54162 -4.86532
H 1.03943 3.06006 -2.32440
H -1.52802 2.17331 -2.13558
H -2.31965 1.17338 -4.47275
H -0.22282 1.26043 -6.18122
H 0.46060 -1.70726 -5.18416
H 2.81598 -0.14421 -5.10451
H 3.29415 0.45528 -2.46145
H -0.08266 -0.02594 -0.61695
H -0.17204 1.37655 1.39035
H -0.27961 3.63651 1.17133
H 1.34934 5.05280 -0.31877
H 3.41557 3.85616 -0.89129
H 3.69243 1.24219 -0.29334
H -0.35528 -2.06250 -2.62196
*
```

As for the relative energy (zero: lowest compared OMol25 entry of this formula, charge and spin): 7.350 eV. The HOMO energy (spin up / spin down) is -3.63 / -7.90 eV.


no.,E_tot (eV)
1,-101924.793
2,-163183.774
3,-153568.374
4,-118101.732
5,-98345.691